(1)
# C19H17FeN5

C19H17FeN5 as an isolated structure (ωB97M-V/def2-TZVPD, the OMol25 dataset).

Last column: Mulliken charge in e.
CARTESIAN COORDINATES (ANGSTROEM)
Fe (-0.36, 0.89, 0.03)  -0.20
C (-2.81, 2.74, -4.58)  -0.48
C (-3.16, 1.60, -3.86)  -0.58
C (-2.23, 0.96, -3.06)  -0.24
C (-0.92, 1.45, -2.95)  -0.12
C (-0.57, 2.57, -3.71)  0.14
C (-1.51, 3.21, -4.51)  -0.70
N (-0.04, 0.85, -2.06)  -0.10
C (1.26, 0.66, -2.37)  0.57
C (1.77, 0.54, -3.68)  -0.52
C (3.11, 0.31, -3.87)  -0.58
C (4.01, 0.20, -2.79)  -0.70
C (3.54, 0.30, -1.50)  -0.49
C (2.17, 0.52, -1.28)  0.21
N (1.59, 0.65, -0.06)  0.92
N (2.35, 0.66, 0.97)  -0.94
C (1.68, 0.91, 2.13)  0.32
C (2.40, 0.92, 3.34)  -0.44
C (1.73, 1.15, 4.52)  -0.32
C (0.36, 1.39, 4.49)  -0.72
C (-0.28, 1.39, 3.26)  -0.18
N (0.34, 1.16, 2.11)  -0.19
H (-3.55, 3.25, -5.19)  0.38
H (-4.18, 1.23, -3.92)  0.37
H (-2.49, 0.07, -2.51)  0.38
H (0.44, 2.96, -3.63)  0.47
H (-1.22, 4.09, -5.08)  0.36
H (1.10, 0.61, -4.52)  0.50
H (3.48, 0.20, -4.88)  0.39
H (5.06, 0.03, -2.97)  0.37
H (4.20, 0.22, -0.65)  0.43
H (3.46, 0.75, 3.29)  0.46
H (2.27, 1.16, 5.46)  0.38
H (-0.20, 1.58, 5.39)  0.40
H (-1.34, 1.58, 3.20)  0.32
N (-1.73, -1.88, 0.17)  -0.19
C (-1.05, -0.94, 0.24)  0.17
H (-2.38, -2.63, 0.09)  0.28
C (-2.25, 1.54, 0.24)  -1.32
H (-2.06, 2.61, 0.04)  0.33
H (-2.72, 1.46, 1.23)  0.43
H (-2.97, 1.20, -0.50)  0.41

Computed properties:
LUMO level (alpha / beta) in eV: -1.11 / -1.04
Highest occupied orbital energy (alpha / beta) in eV: -6.744 / -6.793

=====

(2)
# C22H78F4HgN2O25S4

C22H78F4HgN2O25S4 as an isolated structure (ωB97M-V/def2-TZVPD, the OMol25 dataset).

Last column: Mulliken charge in e.
CARTESIAN COORDINATES (ANGSTROEM)
Hg (2.51, 1.70, -1.57)  3.70
N (0.99, 0.35, -0.57)  -0.19
S (1.23, -0.27, 0.88)  0.44
O (1.65, -1.63, 0.82)  -0.45
O (0.65, 0.29, 2.15)  -0.33
F (2.68, 0.46, 0.84)  -0.52
S (-0.68, -0.05, -0.37)  0.27
O (-1.59, 0.91, 0.13)  -0.46
O (-1.08, -1.39, -0.09)  -0.53
F (-1.02, -0.11, -2.04)  -0.33
N (4.49, 0.87, -1.29)  -0.45
S (5.05, -0.58, -1.01)  0.93
O (5.30, -0.89, 0.41)  -0.53
O (5.80, -1.22, -2.10)  -0.61
F (3.63, -1.29, -1.32)  -0.20
S (5.97, 1.64, -1.29)  0.92
O (6.60, 1.76, -2.62)  -0.60
O (6.81, 1.71, -0.13)  -0.56
F (5.30, 3.14, -1.18)  -0.33
C (5.34, -5.09, 1.50)  -0.34
O (5.19, -6.13, 2.40)  -0.54
H (6.40, -4.84, 1.54)  0.29
H (4.87, -5.49, 0.60)  0.14
H (4.75, -4.24, 1.84)  0.17
H (5.83, -5.99, 3.10)  0.30
C (-4.09, 2.62, -2.42)  -0.51
O (-2.86, 3.04, -3.01)  -0.44
H (-4.82, 2.13, -3.05)  0.29
H (-3.84, 2.00, -1.56)  0.13
H (-4.59, 3.54, -2.10)  0.28
H (-3.02, 3.00, -3.96)  0.27
C (4.32, -2.59, -4.46)  -0.45
O (3.06, -2.23, -4.98)  -0.51
H (4.78, -3.44, -4.98)  0.34
H (4.99, -1.76, -4.67)  0.26
H (4.26, -2.76, -3.38)  0.07
H (2.75, -1.40, -4.60)  0.23
C (-1.15, 4.51, 0.82)  -0.01
O (-1.02, 5.95, 0.62)  -0.56
H (-0.60, 3.94, 0.07)  -0.15
H (-0.64, 4.26, 1.75)  0.05
H (-2.16, 4.13, 0.69)  0.41
H (-1.74, 6.42, 0.18)  0.28
O (1.79, 0.18, -3.21)  -0.54
H (1.34, -0.13, -2.42)  0.48
H (1.15, 0.10, -3.91)  0.25
O (3.09, 3.18, -3.14)  -0.44
H (2.32, 3.58, -3.54)  0.17
H (3.83, 3.63, -3.55)  0.23
O (0.43, 2.77, -2.44)  -0.47
H (0.37, 3.71, -2.58)  0.19
H (-0.45, 2.44, -2.63)  0.12
O (2.63, 3.44, 0.08)  -0.22
H (3.01, 3.37, 0.95)  0.25
H (2.55, 4.38, -0.08)  0.12
C (1.65, 0.87, 5.54)  -0.50
C (1.43, -0.25, 6.53)  -0.53
O (2.78, -0.67, 6.79)  -0.55
H (2.12, 0.46, 4.65)  0.13
H (2.26, 1.63, 6.03)  0.33
H (0.76, 1.38, 5.17)  0.25
H (0.76, -1.06, 6.24)  0.28
H (1.07, 0.22, 7.44)  0.29
H (3.17, -0.14, 7.49)  0.30
C (-4.54, -0.49, 3.09)  -0.33
C (-6.04, -0.51, 2.92)  -0.51
O (-6.62, -1.82, 2.94)  -0.56
H (-4.31, -1.05, 3.99)  0.29
H (-4.18, 0.54, 3.08)  0.33
H (-4.12, -1.08, 2.27)  -0.18
H (-6.35, -0.05, 1.99)  0.27
H (-6.37, 0.27, 3.60)  0.37
H (-6.56, -2.25, 2.08)  0.31
C (4.58, 5.15, 4.16)  -1.17
C (4.03, 3.81, 3.63)  0.11
O (3.26, 4.05, 2.61)  -0.49
H (3.78, 5.89, 4.14)  0.25
H (5.34, 5.43, 3.43)  0.33
H (5.10, 5.10, 5.11)  0.36
H (3.44, 3.31, 4.40)  -0.19
H (4.78, 3.10, 3.29)  0.41
H (2.39, 4.42, 2.80)  0.14
C (-1.56, -1.53, -6.37)  -0.93
C (-0.84, -0.28, -5.89)  -0.16
O (0.33, -0.90, -5.26)  -0.46
H (-2.52, -1.37, -6.85)  0.31
H (-1.84, -2.02, -5.43)  0.19
H (-0.95, -2.18, -7.00)  0.33
H (-1.41, 0.40, -5.25)  0.06
H (-0.47, 0.32, -6.71)  0.35
H (1.01, -0.72, -5.91)  0.26
C (-4.52, -2.78, -0.53)  -0.25
C (-5.29, -3.69, 0.40)  -0.38
O (-6.58, -3.13, 0.56)  -0.61
H (-4.40, -1.79, -0.09)  0.08
H (-5.03, -2.73, -1.49)  0.37
H (-3.48, -3.03, -0.71)  -0.11
H (-4.93, -3.86, 1.42)  0.29
H (-5.44, -4.68, -0.02)  0.35
H (-7.02, -3.23, -0.29)  0.30
C (-4.95, -2.00, -5.68)  -0.82
C (-5.76, -0.95, -6.49)  -0.24
O (-6.67, -1.86, -7.14)  -0.52
H (-4.52, -2.76, -6.33)  0.29
H (-5.63, -2.57, -5.05)  0.38
H (-4.21, -1.62, -4.98)  0.15
H (-5.10, -0.48, -7.22)  0.24
H (-6.24, -0.14, -5.94)  0.23
H (-7.31, -2.09, -6.47)  0.31
C (1.44, -3.98, -1.30)  -0.54
C (0.02, -4.52, -1.77)  -0.21
O (-0.05, -5.84, -1.34)  -0.55
H (1.59, -2.97, -1.67)  -0.14
H (2.25, -4.51, -1.80)  0.44
H (1.54, -3.94, -0.21)  0.21
H (0.01, -4.63, -2.85)  0.50
H (-0.82, -3.89, -1.47)  -0.01
H (-0.91, -6.14, -1.65)  0.29
C (-0.46, 6.13, 5.28)  -1.20
C (0.92, 5.53, 5.17)  -0.09
O (0.73, 4.30, 4.60)  -0.24
H (-1.00, 6.19, 4.34)  0.25
H (-0.51, 7.07, 5.84)  0.39
H (-1.03, 5.50, 5.97)  0.31
H (1.35, 5.44, 6.16)  0.33
H (1.49, 6.10, 4.43)  0.16
H (0.68, 3.67, 5.32)  0.10
C (-0.29, -2.86, 3.58)  -1.00
C (-1.49, -3.41, 2.85)  0.35
O (-1.13, -4.56, 2.15)  -0.59
H (-0.13, -3.53, 4.43)  0.44
H (-0.46, -1.87, 3.99)  0.16
H (0.74, -2.91, 3.24)  0.27
H (-1.87, -2.67, 2.15)  -0.25
H (-2.34, -3.75, 3.45)  0.35
H (-0.92, -4.18, 1.29)  0.25

Computed properties:
LUMO level in eV: -1.84
Highest occupied orbital energy in eV: -9.351

=====

(3)
# C32H26N5STc

C32H26N5STc as an isolated structure (ωB97M-V/def2-TZVPD, the OMol25 dataset).

Last column: Mulliken charge in e.
CARTESIAN COORDINATES (ANGSTROEM)
Tc (0.14, -0.49, 1.01)  0.40
S (-1.65, -1.52, -0.07)  -0.47
C (-1.32, -0.47, -1.47)  0.32
N (-1.71, -0.78, -2.69)  -0.55
N (-2.34, -1.88, -2.89)  0.59
C (-2.77, -2.37, -4.10)  0.81
C (-2.67, -1.63, -5.29)  -0.19
C (-3.14, -2.18, -6.46)  -0.62
C (-3.70, -3.45, -6.47)  -0.45
C (-3.77, -4.20, -5.30)  -0.67
C (-3.32, -3.66, -4.11)  -0.45
N (-0.76, 0.72, -1.29)  -0.44
N (-0.36, 1.11, -0.13)  0.76
C (-0.13, 2.48, 0.01)  -0.22
C (-0.73, 3.38, -0.87)  -0.29
C (-0.50, 4.74, -0.75)  -0.73
C (0.34, 5.21, 0.26)  -0.46
C (0.94, 4.32, 1.14)  -0.83
C (0.71, 2.96, 1.03)  0.21
H (-2.57, -2.47, -2.07)  0.21
H (-2.24, -0.64, -5.26)  0.44
H (-3.08, -1.61, -7.38)  0.40
H (-4.10, -3.86, -7.38)  0.41
H (-4.18, -5.19, -5.31)  0.39
H (-3.39, -4.22, -3.19)  0.35
H (-1.38, 3.00, -1.65)  0.48
H (-0.97, 5.42, -1.43)  0.41
H (0.52, 6.27, 0.35)  0.44
H (1.61, 4.69, 1.90)  0.43
H (1.17, 2.26, 1.71)  0.40
C (2.43, -0.64, -3.06)  -0.50
C (1.90, -1.69, -2.33)  -0.87
C (1.80, -1.59, -0.95)  -0.02
C (2.27, -0.44, -0.30)  -0.13
C (2.82, 0.60, -1.04)  -0.20
C (2.90, 0.50, -2.42)  -0.89
N (2.04, -0.29, 1.08)  0.43
C (3.10, -0.11, 1.92)  0.49
C (2.89, 0.49, 3.17)  -0.10
C (3.95, 0.72, 4.02)  -0.95
C (5.23, 0.32, 3.65)  -0.41
C (5.45, -0.31, 2.43)  -0.82
C (4.40, -0.52, 1.57)  -0.19
H (2.52, -0.73, -4.13)  0.49
H (1.57, -2.59, -2.83)  0.55
H (1.47, -2.45, -0.37)  0.48
H (3.17, 1.49, -0.52)  0.57
H (3.32, 1.31, -2.99)  0.45
H (1.88, 0.78, 3.44)  0.10
H (3.79, 1.20, 4.97)  0.43
H (6.07, 0.52, 4.31)  0.43
H (6.44, -0.65, 2.17)  0.41
H (4.56, -1.04, 0.63)  0.50
C (-0.65, -0.14, 2.65)  0.30
C (-1.53, -0.03, 3.71)  0.65
C (-2.86, 0.34, 3.37)  -0.34
C (-3.85, 0.31, 4.31)  -0.70
C (-3.58, -0.11, 5.61)  -0.34
C (-2.28, -0.46, 5.97)  -0.66
C (-1.26, -0.39, 5.05)  -0.36
H (-3.05, 0.64, 2.35)  0.37
H (-4.85, 0.61, 4.04)  0.42
H (-4.38, -0.16, 6.33)  0.43
H (-2.08, -0.78, 6.98)  0.41
H (-0.25, -0.64, 5.34)  0.50

Computed properties:
LUMO level (alpha / beta) in eV: -8.39 / -8.40
Highest occupied orbital energy (alpha / beta) in eV: -12.881 / -12.872
Net charge: +2

=====

(4)
# C37H53CaF2N7O

C37H53CaF2N7O as an isolated structure (ωB97M-V/def2-TZVPD, the OMol25 dataset).

Last column: Mulliken charge in e.
CARTESIAN COORDINATES (ANGSTROEM)
Ca (-0.25, -0.64, -0.07)  2.55
C (0.48, 1.15, 4.56)  -1.35
C (-0.40, -0.08, 4.58)  1.21
C (-1.33, -0.27, 5.59)  -1.15
C (-2.13, -1.40, 5.61)  -1.10
C (-2.02, -2.34, 4.59)  -0.85
C (-1.10, -2.18, 3.55)  1.13
C (-1.03, -3.18, 2.44)  -0.57
C (-0.28, -1.05, 3.58)  -0.85
N (0.70, -0.78, 2.56)  1.31
C (1.85, -1.31, 2.69)  0.51
C (2.27, -2.27, 3.77)  -1.98
C (2.94, -0.81, 1.76)  0.45
C (4.28, -0.60, 2.40)  -2.13
N (2.63, -0.55, 0.57)  1.20
C (3.57, 0.09, -0.28)  -0.62
C (4.16, -0.65, -1.32)  1.00
C (3.97, -2.13, -1.39)  -1.40
C (4.96, 0.02, -2.24)  -0.84
C (5.19, 1.38, -2.13)  -1.05
C (4.64, 2.09, -1.08)  -1.13
C (3.83, 1.46, -0.13)  1.84
C (3.29, 2.27, 1.02)  -1.66
H (0.10, 1.90, 5.26)  0.49
H (0.52, 1.59, 3.56)  0.09
H (1.51, 0.91, 4.85)  0.24
H (-1.43, 0.48, 6.37)  0.40
H (-2.86, -1.54, 6.40)  0.40
H (-2.66, -3.21, 4.58)  0.48
H (-1.76, -3.97, 2.59)  0.53
H (-0.05, -3.63, 2.33)  0.26
H (-1.26, -2.74, 1.46)  -0.43
H (1.41, -2.75, 4.22)  0.48
H (2.82, -1.75, 4.56)  0.34
H (2.93, -3.03, 3.34)  0.44
H (4.18, -0.03, 3.33)  0.36
H (4.96, -0.08, 1.73)  0.40
H (4.73, -1.56, 2.66)  0.48
H (2.93, -2.42, -1.20)  0.04
H (4.56, -2.64, -0.63)  0.29
H (4.27, -2.51, -2.37)  0.49
H (5.42, -0.55, -3.04)  0.45
H (5.82, 1.89, -2.86)  0.44
H (4.83, 3.15, -0.97)  0.48
H (2.90, 3.22, 0.67)  0.47
H (4.09, 2.49, 1.73)  0.47
H (2.50, 1.75, 1.56)  -0.07
C (1.37, -0.30, -4.81)  -1.39
N (1.26, 0.99, -4.14)  0.69
C (1.63, 2.19, -4.87)  -1.32
C (1.00, 1.00, -2.80)  -0.72
N (1.00, -0.02, -2.03)  0.54
N (0.73, 2.28, -2.31)  0.28
C (0.38, 2.65, -1.01)  -0.53
N (0.19, 4.00, -0.93)  -0.41
N (0.24, 1.82, -0.05)  0.12
H (1.24, -0.15, -5.88)  0.47
H (0.58, -0.97, -4.47)  0.45
H (2.34, -0.77, -4.63)  0.27
H (2.16, 1.90, -5.77)  0.45
H (2.31, 2.81, -4.29)  0.38
H (0.76, 2.78, -5.18)  0.33
H (1.27, -0.87, -2.51)  -0.28
H (0.48, 2.95, -3.01)  0.41
H (0.59, 4.62, -1.60)  0.16
H (-0.05, 4.39, -0.03)  0.23
H (0.01, 2.32, 0.81)  0.01
C (-2.61, -0.29, -4.09)  -1.65
C (-2.50, 0.74, -2.97)  2.70
C (-2.35, 2.15, -3.54)  -1.32
C (-3.66, 0.63, -2.00)  -0.32
C (-4.93, 1.02, -2.40)  -0.13
C (-6.02, 0.94, -1.55)  -1.56
C (-5.82, 0.45, -0.26)  -0.72
C (-4.57, 0.04, 0.18)  0.48
C (-4.43, -0.50, 1.59)  0.42
C (-4.06, -1.99, 1.59)  -1.34
C (-3.48, 0.33, 2.46)  -1.25
C (-3.46, 0.11, -0.70)  -0.14
O (-2.27, -0.29, -0.31)  -0.75
H (-1.75, -0.23, -4.76)  0.39
H (-3.51, -0.11, -4.69)  0.37
H (-2.68, -1.30, -3.69)  0.34
H (-1.60, 0.51, -2.40)  -1.37
H (-3.23, 2.44, -4.12)  0.47
H (-1.49, 2.21, -4.21)  0.12
H (-2.23, 2.89, -2.74)  0.26
H (-5.08, 1.40, -3.41)  0.33
H (-7.01, 1.24, -1.87)  0.36
H (-6.66, 0.38, 0.42)  0.38
H (-5.42, -0.42, 2.05)  0.60
H (-3.13, -2.16, 1.04)  0.09
H (-4.85, -2.57, 1.10)  0.46
H (-3.94, -2.36, 2.61)  0.36
H (-2.47, 0.32, 2.04)  -0.12
H (-3.43, -0.07, 3.48)  0.31
H (-3.81, 1.37, 2.51)  0.47
F (1.45, -3.39, 0.28)  -0.29
C (0.42, -3.00, -0.69)  -0.39
F (-0.55, -4.02, -0.54)  -0.34
H (0.91, -3.30, -1.64)  0.05

Computed properties:
LUMO level in eV: 0.07
ΔE to the lowest compared entry with this formula, charge and spin in eV: 0.654
Highest occupied orbital energy in eV: -6.594

=====

For reference, largest force on an atom by record: 1.61, 8.86, 4.28, 1.34 eV Å⁻¹.